Entry 1:
Below is a structure of composition C29H28N8NaO4S2 at a distorted geometry, with properties calculated with ωB97M-V/def2-TZVPD.

```
72
C29H28N8NaO4S2, DFT ωB97M-V/def2-TZVPD
Na -0.4514 -2.0536 -0.8998
C -4.4060 2.6858 4.0449
C -4.0242 1.4074 3.3473
C -4.4061 0.1747 3.8603
C -4.0746 -1.0065 3.2071
C -3.3541 -0.9527 2.0269
C -2.9594 0.2717 1.4989
C -3.2946 1.4393 2.1598
S -2.8824 -2.4382 1.1711
O -3.3760 -3.5418 1.9679
O -3.4359 -2.3050 -0.1690
N -1.3284 -2.3671 1.0072
C -0.4327 -2.6808 2.0010
C -0.7561 -2.8915 3.3565
C 0.2491 -3.1822 4.2484
C 1.5650 -3.2652 3.8049
C 1.7900 -3.0373 2.4610
N 0.8409 -2.7475 1.5781
H -4.5070 2.5337 5.1196
H -5.3616 3.0618 3.6729
H -3.6611 3.4631 3.8776
H -4.9668 0.1351 4.7873
H -4.3675 -1.9702 3.5992
H -2.3878 0.3021 0.5806
H -2.9797 2.3920 1.7506
H -1.7860 -2.8478 3.6786
H 0.0097 -3.3501 5.2921
H 2.3814 -3.5008 4.4729
H 2.7972 -3.0885 2.0607
N -1.6840 -3.8226 -2.0428
N -1.8876 -5.2005 -2.0036
C -0.9408 -6.0274 -1.4909
N -1.3925 -7.3088 -1.3304
S 0.6223 -5.6044 -1.1416
H -2.3388 -3.3555 -1.4158
H -1.8044 -3.4613 -2.9815
H -2.8501 -5.5201 -1.9574
H -2.2181 -7.6158 -1.8172
H -0.6749 -7.9933 -1.1592
C 7.0570 2.7648 -1.8567
O 6.0249 2.4472 -2.7639
C 4.8344 3.1144 -2.6273
C 3.7990 2.6911 -3.4624
C 2.5606 3.2894 -3.3958
C 2.3224 4.3316 -2.4948
C 3.3671 4.7768 -1.7088
C 4.6185 4.1665 -1.7488
N 1.1027 5.0875 -2.4684
N -0.0176 4.5367 -2.5036
C -0.2237 3.1555 -2.3386
C -1.2099 2.6193 -3.1540
C -1.4690 1.2633 -3.2442
C -0.7592 0.3204 -2.4653
O -0.9191 -0.9253 -2.5625
C 0.1634 0.8981 -1.4600
N 0.7040 0.0229 -0.5754
C 1.4724 0.4743 0.3853
C 1.7372 1.8414 0.5619
C 1.2053 2.7375 -0.3208
C 0.4139 2.2871 -1.4000
H 7.8792 2.0877 -2.0763
H 6.7357 2.6192 -0.8215
H 7.3990 3.7969 -1.9824
H 3.9849 1.8758 -4.1479
H 1.7594 2.9371 -4.0319
H 3.1960 5.6155 -1.0456
H 5.4037 4.5308 -1.1048
H -1.7588 3.3196 -3.7742
H -2.2242 0.8834 -3.9188
H 1.8696 -0.2679 1.0681
H 2.3374 2.1737 1.3991
H 1.3689 3.7980 -0.1837
```

Summary:
**Total charge**: -1
**HOMO energy**: -4.14 eV
**Energy above the lowest of the compared OMol25 structures with the same formula, charge and spin**: 13.3 kcal per mole


Entry 2:
Below is a cluster of 2 separate species, C29H28NO in total at a distorted geometry, with properties calculated with ωB97M-V/def2-TZVPD.

```
59
C29H28NO, DFT ωB97M-V/def2-TZVPD
C 5.8813 -2.9277 -2.6983
O 5.6237 -1.5676 -2.2590
C 4.3294 -1.1852 -2.0993
C 4.0892 0.0976 -1.5536
C 2.7941 0.5387 -1.4060
C 1.6950 -0.2468 -1.7748
C 0.3405 0.3909 -1.5835
C -0.9144 -0.3991 -1.8219
C -1.9869 0.2026 -2.4924
C -3.1576 -0.5129 -2.7194
C -3.2614 -1.8447 -2.2963
C -4.4894 -2.6450 -2.6094
C -2.2327 -2.4056 -1.5342
C -1.0615 -1.6875 -1.2985
C 1.9289 -1.5085 -2.3324
C 3.2272 -2.0010 -2.4611
H 6.9703 -2.9996 -2.7366
H 5.4728 -3.6522 -1.9819
H 5.4529 -3.1100 -3.6931
H 4.9292 0.7242 -1.2510
H 2.5915 1.5177 -0.9723
H 0.2889 1.2948 -2.2117
H -1.8873 1.2349 -2.8333
H -3.9912 -0.0457 -3.2583
H -4.2530 -3.7125 -2.6686
H -5.2532 -2.5236 -1.8307
H -4.9394 -2.3265 -3.5558
H -2.3393 -3.4232 -1.1465
H -0.2554 -2.1298 -0.7092
H 1.1081 -2.1503 -2.6394
H 3.4018 -2.9997 -2.8672
C -4.6784 1.9710 0.4844
C -4.0082 3.1834 0.2599
C -2.6199 3.2363 0.3595
C -1.8822 2.0885 0.7629
C -0.4508 2.1584 0.9718
N 0.3066 1.1039 1.2116
C 1.3676 0.8472 1.9572
C 1.3693 0.8657 3.3942
C 2.5772 0.9074 4.1456
C 2.5299 1.0794 5.5220
C 1.2930 1.1597 6.1884
C 0.1035 1.0638 5.4520
C 0.1360 0.9041 4.0731
C -2.5689 0.8698 0.9676
C -3.9467 0.8068 0.7646
H -5.7652 1.9328 0.4127
H -4.5658 4.0844 -0.0142
H -2.0733 4.1660 0.1772
H 0.3103 0.7702 -0.5709
H 0.0127 3.1407 0.7987
H 2.3156 0.5841 1.4641
H 3.5241 0.8330 3.6032
H 3.4553 1.1623 6.0882
H 1.2511 1.3028 7.2677
H -0.8632 1.1247 5.9441
H -0.7863 0.8278 3.4951
H -1.9968 -0.0042 1.2904
H -4.4487 -0.1666 0.8247
```

Summary:
**Total charge**: +1
**HOMO energy**: -10.21 eV
**Energy above the lowest of the compared OMol25 structures with the same formula, charge and spin**: 29.1 kcal per mole


Entry 3:
Below is a cluster of 2 separate species, C29H29Br3NO3 in total, with properties calculated with ωB97M-V/def2-TZVPD.

```
65
C29H29Br3NO3, DFT ωB97M-V/def2-TZVPD
C 3.8777 -4.4420 3.0587
C 3.3188 -3.7689 1.8449
Br 1.5129 -4.1859 1.4515
C 3.9536 -2.9050 1.0649
Br 5.7460 -2.4830 1.4860
C 3.3927 -2.2390 -0.1321
C 3.5298 -2.8726 -1.3604
C 2.9727 -2.3318 -2.5031
C 2.2823 -1.1392 -2.4088
C 2.1809 -0.4786 -1.1840
C 2.7140 -1.0181 -0.0181
C 2.5087 -0.3574 1.3151
C 3.5066 0.7501 1.6780
C 2.8431 1.7819 2.5904
C 3.8244 2.5875 3.4286
O 3.1763 3.3838 4.3866
C 1.4572 0.8291 -1.1937
O 1.7851 1.7849 -0.5260
C 0.2885 0.8834 -2.1224
C -0.8345 1.6085 -1.7822
C -1.9346 1.6191 -2.6280
C -3.1896 2.3511 -2.2310
C -3.6264 2.0440 -0.7901
C -5.1354 2.1958 -0.5724
C -5.9156 0.8877 -0.7311
N -5.3057 -0.2118 -0.0091
C -4.7968 -1.3318 -0.5982
C -4.2451 -2.1174 0.3745
C -4.4247 -1.4466 1.6064
C -5.0796 -0.2785 1.3354
C -1.8550 0.9314 -3.8352
C -0.7188 0.2318 -4.1976
C 0.3560 0.1884 -3.3270
C 1.6031 -0.5741 -3.6171
O 2.0281 -0.7479 -4.7418
H 3.1476 -5.1120 3.5017
H 4.1611 -3.7061 3.8108
H 4.7611 -5.0266 2.8036
H 4.0552 -3.8166 -1.4113
H 3.0624 -2.8402 -3.4516
H 2.5081 -1.1276 2.0854
H 1.5106 0.0833 1.3380
H 4.3802 0.3388 2.1889
H 3.8556 1.2405 0.7698
H 2.2536 2.4801 1.9944
H 2.1547 1.2899 3.2829
H 4.5005 1.9069 3.9577
H 4.4402 3.2098 2.7619
H 2.3340 3.7180 3.9852
H -0.8461 2.1546 -0.8471
H -3.0266 3.4234 -2.3410
H -3.9819 2.0391 -2.9151
H -3.3129 1.0338 -0.5307
H -3.0962 2.7073 -0.1074
H -5.3224 2.6028 0.4216
H -5.5290 2.9303 -1.2778
H -6.9315 1.0307 -0.3619
H -5.9614 0.5861 -1.7758
H -4.8391 -1.5020 -1.6598
H -3.7547 -3.0632 0.2214
H -4.0910 -1.7993 2.5661
H -5.3737 0.5079 2.0084
H -2.7038 0.9437 -4.5073
H -0.6665 -0.2891 -5.1430
Br 0.5151 4.9269 3.5204
```

Summary:
**Total charge**: -1
**HOMO energy**: -4.05 eV


Entry 4:
Below is a structure of composition C29H29Cl12N5 at a distorted geometry, with properties calculated with ωB97M-V/def2-TZVPD.

```
75
C29H29Cl12N5, DFT ωB97M-V/def2-TZVPD
N -5.7313 -3.0683 -3.6695
C -6.6026 -2.6468 -2.7402
C -6.2471 -2.2858 -1.4268
C -4.9019 -2.3672 -1.0780
C -4.0421 -2.8271 -2.0177
C -4.4057 -3.1160 -3.2856
H -7.6371 -2.5990 -3.0465
H -7.0070 -1.9773 -0.7241
H -4.5963 -2.0688 -0.0861
H -3.0104 -2.8826 -1.7031
H -3.6306 -3.3749 -3.9916
N -3.7800 3.6981 -0.1280
C -4.8357 4.4859 0.0696
C -5.1190 4.9871 1.2799
C -4.3902 4.6014 2.4035
C -3.3175 3.7522 2.2285
C -3.0828 3.2245 0.9634
H -5.5728 4.5215 -0.7190
H -6.0324 5.5466 1.4179
H -4.8386 4.9458 3.3237
H -2.7308 3.4363 3.0785
H -2.2168 2.5917 0.8369
N 3.4455 4.9375 3.4147
C 3.6150 5.7509 2.3206
C 3.3224 5.3342 1.0232
C 2.9024 3.9992 0.8021
C 2.7927 3.1545 1.8815
C 3.0511 3.6529 3.1544
H 3.8821 6.7681 2.5661
H 3.4016 6.0458 0.2147
H 2.5780 3.8543 -0.2178
H 2.5345 2.1174 1.7262
H 2.9114 3.0385 4.0315
N 0.5152 1.1551 -2.9629
C 1.5881 1.8865 -3.4009
C 2.0834 1.8478 -4.7258
C 1.4593 0.9886 -5.6049
C 0.3955 0.1601 -5.1577
C -0.0325 0.2927 -3.8404
H 1.9795 2.5473 -2.6416
H 2.9109 2.4547 -5.0624
H 1.7963 0.8482 -6.6213
H -0.0723 -0.5877 -5.7808
H -0.7862 -0.4108 -3.5187
N 3.3721 -6.9758 0.2633
C 2.1966 -6.3720 -0.0148
C 2.0237 -4.9567 0.0539
C 3.2031 -4.2109 0.0946
C 4.4759 -4.8472 0.2484
C 4.5176 -6.2220 0.3245
H 1.3697 -7.0405 -0.2042
H 1.0478 -4.4974 -0.0008
H 3.0532 -3.1416 0.1180
H 5.3973 -4.2844 0.2236
H 5.4511 -6.7650 0.3060
C 0.0039 -0.8717 0.6003
Cl 0.1153 0.8298 0.9664
Cl -1.0833 -1.2571 -0.7808
Cl -0.5623 -1.7294 2.0486
H 1.0168 -1.2373 0.4318
C 2.4039 -1.9453 4.0391
Cl 3.6920 -1.5281 5.1433
Cl 2.2799 -3.7010 3.7598
Cl 2.8782 -1.1582 2.5430
H 1.4950 -1.4968 4.4401
C 3.6456 -0.5376 -2.2566
Cl 3.1920 -0.2001 -0.6198
Cl 3.9298 -2.2779 -2.5244
Cl 4.9513 0.5057 -2.7528
H 2.8326 -0.2573 -2.9263
C -1.9016 -0.1020 4.6936
Cl -3.2118 0.8936 5.3589
Cl -1.7136 -1.6168 5.5624
Cl -0.4013 0.8454 4.6132
H -2.2165 -0.2581 3.6618
```

Summary:
**Total charge**: -1
**Spin multiplicity**: 2
**HOMO energy (spin up / spin down)**: -0.36 / -6.89 eV